Record 1
DFT (ωB97M-V with the def2-TZVPD basis set) results for a cluster of 2 separate species, C26H41BNO6 in total at a distorted geometry.

Last column: Mulliken charge in e.
Positions of all 75 atoms, in Å:
C  3.61333  -3.39702  0.54212  -0.322
C  3.08435  -2.44359  -0.21502  -0.734
C  2.63578  -1.39277  -1.34114  0.573
C  3.63784  -0.72727  -2.16472  -0.458
C  3.05501  0.32638  -3.25546  0.496
O  3.61904  1.45455  -3.42253  -0.539
C  1.70402  -0.15232  -4.04365  0.244
C  1.56599  0.14537  -5.61597  -0.756
C  3.04101  -0.09893  -6.30913  -0.960
C  3.86088  1.27217  -6.57118  -0.429
C  5.42571  0.93709  -6.18784  -0.474
O  6.27546  2.11804  -6.15473  -0.340
C  6.07522  2.89528  -4.96167  0.218
O  6.61226  2.68027  -3.82957  -0.465
C  0.71847  -0.80956  -3.21365  0.519
B  -0.70718  -1.30627  -3.82278  0.537
O  -0.84125  -2.50852  -4.65178  -0.583
O  -1.90031  -0.54062  -3.48609  -0.437
C  -1.87017  0.75707  -4.15449  0.018
C  -1.82969  2.01751  -3.13975  -0.893
C  1.06309  -1.04914  -1.63356  0.086
O  0.20181  -0.94031  -0.70368  -0.569
H  4.35241  -4.09317  1.10547  0.362
H  4.75898  -0.91147  -2.00797  0.409
H  0.84545  -0.54481  -6.18501  0.255
H  1.25572  1.25425  -5.79558  0.361
H  3.66338  -0.90058  -5.75954  0.457
H  2.81894  -0.54896  -7.36502  0.417
H  3.44339  2.16137  -5.96001  0.305
H  3.87192  1.54673  -7.70232  0.362
H  5.47336  0.29764  -5.21128  0.219
H  5.81615  0.23582  -7.03040  0.317
H  5.32023  3.78106  -5.01300  0.313
H  -1.83337  -2.63786  -4.69899  0.333
H  -2.84452  0.81779  -4.79014  0.360
H  -0.98328  0.86361  -4.89500  0.016
H  -1.32624  2.90289  -3.71219  0.301
H  -1.17061  1.84066  -2.20382  0.159
H  -2.89914  2.38144  -2.84814  0.278
C  -1.56122  1.60938  1.83495  -1.501
C  -1.53670  0.11741  2.13544  0.222
C  -2.87545  -0.43157  2.62265  -0.712
C  -3.44416  0.08473  3.94180  -0.975
N  -2.70759  -0.30441  5.23767  0.271
C  -1.55546  0.63638  5.58876  -0.573
C  -2.21036  1.91159  6.09483  -0.707
C  -3.55810  1.49707  6.66748  -0.574
C  -3.66986  0.00436  6.42374  -0.699
C  -2.35985  -1.80262  5.30212  -0.766
C  -0.95838  -2.18444  4.80955  -0.333
C  -0.96908  -3.27140  3.73944  -1.348
H  -1.81331  2.19772  2.72145  0.273
H  -0.57663  1.93383  1.48819  0.378
H  -2.28583  1.83529  1.04835  0.390
H  -0.73028  -0.09769  2.83600  0.013
H  -1.27093  -0.41008  1.21137  0.269
H  -2.84604  -1.52200  2.63770  0.143
H  -3.61877  -0.19590  1.84978  0.639
H  -4.45094  -0.33508  4.03986  0.325
H  -3.55051  1.17159  3.92250  0.559
H  -0.97740  0.15900  6.38555  0.537
H  -0.92444  0.81001  4.71987  0.339
H  -2.35784  2.62147  5.27481  0.182
H  -1.58494  2.41437  6.83611  0.483
H  -4.36845  2.03573  6.16834  0.304
H  -3.63203  1.72479  7.73371  0.344
H  -4.67675  -0.34106  6.17884  0.460
H  -3.30209  -0.53606  7.30140  0.448
H  -3.16247  -2.33885  4.78695  0.580
H  -2.41426  -2.09235  6.35579  0.295
H  -0.40742  -2.58857  5.66726  0.526
H  -0.36497  -1.34074  4.45974  0.275
H  -1.67972  -4.06744  3.97981  0.365
H  0.02356  -3.72008  3.64956  0.394
H  -1.22481  -2.86822  2.75783  0.222

Summary:
HOMO (eV): -11.25
Lowest unoccupied orbital energy (eV): -3.145
Net charge: +1
Relative energy (zero: lowest compared OMol25 entry of this formula, charge and spin) (kcal/mol): 90.19

Record 2
DFT (ωB97M-V with the def2-TZVPD basis set) results for a cluster of 2 separate species, C17H23N5O3 in total at a distorted geometry.

Last column: natural (NBO) charge in e.
Positions of all 48 atoms, in Å:
C  0.31321  -4.94985  1.23189  -0.407
N  -0.88455  -4.79852  2.05882  -0.606
C  -1.11070  -3.96854  3.08766  0.678
O  -2.23167  -3.95089  3.58251  -0.626
C  -0.03934  -3.00201  3.65501  -0.122
C  -0.10953  -1.64266  2.92340  -0.507
C  0.80964  -0.56659  3.47964  0.659
N  1.03582  0.48876  2.73396  -0.802
O  1.36596  -0.65655  4.55691  -0.629
N  1.35199  -3.47854  3.65934  -0.616
C  1.75907  -4.60722  4.23823  0.674
C  3.25310  -4.80168  4.34692  -0.709
O  0.99878  -5.46520  4.66089  -0.625
H  1.03146  -5.59541  1.74084  0.202
H  0.77067  -3.98032  1.03348  0.193
H  0.04684  -5.41233  0.28038  0.210
H  -1.66755  -5.39952  1.85048  0.409
H  -0.32406  -2.83477  4.69628  0.249
H  0.13151  -1.79209  1.87214  0.213
H  -1.13047  -1.26491  2.98208  0.260
H  1.64607  1.18107  3.13177  0.414
H  0.58204  0.59747  1.84776  0.394
H  2.06424  -2.80705  3.42670  0.401
H  3.69640  -4.79845  3.35364  0.220
H  3.44976  -5.75604  4.83354  0.245
H  3.67299  -3.99665  4.94706  0.229
C  -0.92803  2.79395  -0.58904  -0.637
C  -1.12121  2.97102  -2.07797  -0.142
C  -1.90308  2.05578  -2.79183  0.075
N  -2.12499  2.14879  -4.10756  -0.442
C  -1.56754  3.16530  -4.77912  0.141
C  -1.81442  3.24554  -6.15100  -0.181
C  -1.26643  4.27485  -6.92219  -0.207
C  -0.45540  5.23468  -6.31345  -0.218
C  -0.19855  5.16999  -4.93998  -0.195
C  -0.75674  4.13900  -4.15535  -0.091
C  -0.54464  4.02970  -2.77715  0.229
N  0.21166  4.96114  -2.08525  -0.804
H  -1.36538  3.63902  -0.04833  0.213
H  0.13845  2.73445  -0.34992  0.210
H  -1.40974  1.87647  -0.23662  0.222
H  -2.35961  1.22763  -2.25852  0.187
H  -2.44317  2.48869  -6.60616  0.228
H  -1.46843  4.32419  -7.98851  0.217
H  -0.02184  6.03295  -6.90911  0.215
H  0.44183  5.92711  -4.50009  0.195
H  0.37081  5.85101  -2.54954  0.392
H  0.10477  4.96719  -1.07467  0.393

Summary:
SMILES: CNC(=O)[C@H](CC(N)=O)NC(C)=O.Cc1cnc2ccccc2c1N
HOMO (eV): -8.16
Lowest unoccupied orbital energy (eV): 0.127
Relative energy (zero: lowest compared OMol25 entry of this formula, charge and spin) (kcal/mol): 4.61

Record 3
DFT (ωB97M-V with the def2-TZVPD basis set) results for the ion C7H11N2 with charge +1 at a distorted geometry.

Last column: natural (NBO) charge in e.
Positions of all 20 atoms, in Å:
N  1.42006  1.19247  -0.68175  -0.816
C  0.23350  0.53135  -0.12557  0.067
C  -0.87810  1.34746  0.32385  -0.167
C  -2.08255  0.82563  0.50905  -0.206
C  -2.39915  -0.52059  0.05448  -0.191
C  -1.51177  -1.36350  -0.55043  -0.170
C  -0.09241  -0.92671  -0.55241  -0.267
C  0.62462  -0.68773  0.68948  -0.080
N  2.10099  -0.60005  0.52666  -0.707
H  1.46849  2.19436  -0.50745  0.418
H  1.53303  0.98207  -1.63735  0.402
H  -0.50225  2.42610  0.36946  0.225
H  -2.92741  1.33320  0.80830  0.233
H  -3.41324  -0.58071  0.03147  0.224
H  -1.77970  -2.28319  -1.19977  0.256
H  0.50189  -1.44918  -1.22529  0.233
H  0.39416  -0.79215  1.83869  0.264
H  2.52324  -1.21287  -0.17022  0.415
H  2.58364  -0.73388  1.42556  0.441
H  2.20296  0.31790  0.07325  0.425

Summary:
SMILES: N[C@@]12C=CC=C[C@@H]1[C@H]2[NH3+]
HOMO (eV): -12.44
Lowest unoccupied orbital energy (eV): -3.026
Net charge: +1
Relative energy (zero: lowest compared OMol25 entry of this formula, charge and spin) (kcal/mol): 81.92